[1]
An isolated molecule of C3H3Cl at a distorted geometry, computed with ωB97M-V/def2-TZVPD.

Structure (XYZ):
```
7
Properties=species:S:1:pos:R:3
C 2.20342 -0.45747 0.02798
C 1.28807 0.30417 -0.08125
C -0.02379 0.88600 0.02987
Cl -1.36507 -0.35991 -0.00411
H 2.97796 -1.23355 0.06512
H -0.29742 1.53076 -0.80861
H -0.28056 1.42508 0.95380
```

- Total charge: 0
- Energy: -576.221802 a.u.
- Gap between HOMO and LUMO: 11.372 eV
- Spin multiplicity: 1
- SMILES: C#CCCl

Atom-resolved charges from Löwdin, all expressed in e: atom 1 (C): 0.110, atom 2 (C): -0.220, atom 3 (C): -0.573, atom 4 (Cl): 0.493, atom 5 (H): 0.053, atom 6 (H): 0.064, atom 7 (H): 0.073


[2]
A cluster of 2 separate species, C3H3Cl in total at a distorted geometry, computed with ωB97M-V/def2-TZVPD.

Structure (XYZ):
```
7
Properties=species:S:1:pos:R:3
C -1.21419 0.41814 0.25041
C 1.90975 -0.89804 -0.00908
C -0.07749 -0.26663 -0.11023
Cl 2.80580 0.46771 -0.06674
H -1.12467 1.15864 1.03049
H -2.19513 0.13155 -0.30512
H -0.10408 -1.01137 -0.78974
```

- Total charge: 0
- Energy: -576.044791 a.u.
- Gap between HOMO and LUMO: 7.775 eV
- Spin multiplicity: 1

Atom-resolved charges from Löwdin, all expressed in e: atom 1 (C): -0.070, atom 2 (C): -0.411, atom 3 (C): -0.161, atom 4 (Cl): 0.586, atom 5 (H): 0.024, atom 6 (H): 0.083, atom 7 (H): -0.052


Q: total charge of number 2 (C3H3Cl)?
A: 0